No. 1
100
Properties=species:S:1:pos:R:3:mulliken_charge:R:1 method="wB97M-V/def2-TZVPD" charge=+1 energy_ev=-109417.9935 lumo_ev=-3.5893 orbital_gap_ha=0.2570 largest_force_ha_per_bohr=0.0410
C 0.68 -3.29 -0.41 1.879
H -3.82 3.51 -0.05 0.545
H 3.92 -1.82 -1.51 0.531
P 2.90 0.20 -0.64 1.447
C -4.27 -1.67 3.69 -0.906
H -1.12 -1.35 -5.58 0.487
H 1.54 -3.42 -2.42 0.307
H 1.93 3.21 -0.57 0.049
C 2.04 2.44 5.36 -1.077
C -6.38 -1.89 2.38 -0.431
C 0.48 -0.48 -4.44 0.159
H 5.27 2.68 0.72 0.530
Cl 3.61 2.61 7.54 -0.197
H -4.22 -0.58 3.64 0.230
H -2.27 -2.10 -0.29 -0.026
C -1.24 4.40 -2.02 -0.911
C 4.87 1.70 0.43 -2.197
C -4.45 -3.02 1.53 0.059
N -1.73 0.49 1.26 0.273
H 0.01 3.25 4.02 0.350
H -0.45 -0.21 -7.68 0.421
C 3.67 0.55 4.12 -0.615
H 2.85 1.66 -5.65 0.484
C 3.69 1.92 -0.53 2.228
H -3.41 -3.32 1.64 0.386
H -6.85 -1.27 3.15 0.419
C -2.86 3.46 -0.53 -1.202
C 1.70 1.94 4.09 1.259
H 0.04 -5.01 0.71 0.631
H 1.40 3.18 5.84 0.480
H -2.06 -0.77 -1.44 0.431
H -4.77 -1.93 4.62 0.613
O 0.13 2.23 2.31 -0.607
H 4.29 -0.20 3.64 0.510
C 2.51 0.97 3.46 -0.052
O 0.10 1.35 -0.60 1.227
C 0.56 2.49 3.46 -0.373
C -1.74 -1.17 2.82 0.572
H -8.17 -2.06 1.22 0.405
H 4.88 0.71 5.87 0.464
H 2.25 2.48 1.02 0.726
H 1.25 -4.97 -1.62 0.497
H 2.28 -4.31 0.60 0.608
H -1.29 -4.21 -0.13 0.305
H 2.82 -2.87 -0.26 0.257
C -5.19 -3.47 0.44 -0.595
C 4.29 -0.85 -1.21 -1.881
C -4.01 1.05 0.62 -1.553
C 1.24 0.80 -6.79 -0.568
C 0.85 -3.96 -1.77 -1.789
N 0.09 -1.08 -3.28 -0.226
H -7.11 -3.46 -0.53 0.402
H -4.23 -0.01 0.63 0.122
C 1.98 1.01 -5.66 -0.544
S -2.58 -2.24 3.92 -0.093
C -7.12 -2.33 1.30 -0.626
Zr 0.53 0.51 1.14 -0.905
C 1.94 0.00 -2.22 -0.184
C -0.40 3.34 -1.78 -0.381
H -1.75 -2.42 -1.97 0.606
H 3.24 3.80 0.44 0.740
H 4.58 3.52 -1.62 0.506
H -4.73 -4.10 -0.30 0.406
H 4.73 -0.36 -2.08 0.344
C -0.76 2.35 -0.87 0.028
H 5.68 1.14 -0.04 0.371
P 0.05 -1.54 -0.61 2.637
C -6.53 -3.12 0.32 -0.502
S 0.00 -1.20 3.01 -0.570
C 0.11 -0.06 -6.77 -0.548
C -1.68 -1.74 -1.13 -1.625
H 5.04 -0.98 -0.43 0.510
C -0.26 -0.69 -5.62 -0.513
N -2.44 -0.44 2.04 -0.745
C -0.37 -4.03 0.43 -1.721
C 2.01 -3.28 0.34 -1.665
C -5.03 -2.22 2.51 0.363
H 1.95 -2.72 1.27 0.115
H 1.52 1.30 -7.71 0.404
C 0.78 -0.87 -2.20 -0.194
H -0.10 -4.06 -2.30 0.321
C 3.17 2.00 5.99 -0.048
C -2.52 1.27 0.58 0.825
H 4.58 1.18 1.35 0.356
C 2.71 2.90 0.12 -2.409
H -3.14 5.32 -1.56 0.419
C -2.02 2.37 -0.27 0.580
H -0.61 -3.51 1.35 0.199
N 2.33 0.58 -3.32 -0.194
O 2.20 0.47 2.28 0.318
H -4.42 1.46 1.55 0.339
H 0.56 3.25 -2.28 0.530
C 4.20 2.51 -1.84 -1.722
H -4.49 1.53 -0.22 0.603
C -2.48 4.48 -1.38 -0.965
C 3.99 1.05 5.36 -0.655
H -0.94 5.17 -2.72 0.462
H 3.42 2.59 -2.59 0.272
H 5.02 1.93 -2.26 0.360
C 1.60 0.37 -4.45 0.107

---

No. 2
95
Properties=species:S:1:pos:R:3:mulliken_charge:R:1 method="wB97M-V/def2-TZVPD" charge=+2 energy_ev=-67813.2656 lumo_ev=-5.8037 orbital_gap_ha=0.2849 largest_force_ha_per_bohr=0.0338
C 2.03 4.22 2.22 -0.545
H 0.91 0.49 5.75 0.396
H 5.75 2.32 -0.17 0.481
H 0.50 5.13 0.98 0.621
H -3.50 -2.84 0.38 0.491
H -5.11 -3.62 4.55 0.337
H -4.86 -4.18 6.20 0.373
H 0.13 -1.76 -3.08 0.477
C -1.31 3.89 -3.14 -0.711
H -2.41 -4.34 5.82 0.429
C 3.06 -1.77 4.42 -0.360
C 1.60 0.04 5.05 -0.514
C -1.24 -0.84 2.67 0.130
C 3.26 3.30 2.15 -1.240
Sb -0.12 2.57 0.86 1.328
C 5.34 2.59 -2.25 -0.576
C 2.85 1.45 -1.73 0.200
H 1.51 -0.66 -3.11 0.325
H 1.87 1.04 -1.52 0.101
C -1.86 1.73 -1.47 -0.802
H -2.72 4.26 0.75 0.439
C 2.28 -3.66 -0.36 -0.989
C -2.71 3.87 1.76 -0.760
C 1.38 -1.91 -1.37 0.294
C -1.68 3.03 2.19 0.870
C 1.16 4.26 0.97 -1.198
H 2.32 -2.65 1.59 0.528
H 6.31 3.03 -2.45 0.433
H -0.60 -0.23 3.29 0.197
C -0.71 3.81 -1.88 -0.621
C -1.69 2.52 3.48 -0.125
C -1.79 -1.57 0.56 -0.413
H -4.31 -0.28 6.65 0.224
H -3.14 1.04 -3.05 0.472
C 3.40 -1.11 3.25 -1.094
C 2.79 0.10 2.96 0.783
H -4.52 -5.26 4.85 0.392
N 1.57 -1.55 -0.11 0.667
C -3.11 -2.28 2.42 0.380
C -3.08 -2.02 6.95 -0.720
Pd 0.83 0.25 0.88 0.205
H -5.23 -1.78 6.88 0.296
H 2.66 -4.66 -0.25 0.424
N 1.81 -3.17 -1.55 -0.056
C 1.94 0.71 3.88 -0.166
C 4.42 2.42 -3.28 -0.676
N -1.00 -0.83 1.35 0.723
H -4.45 -1.00 8.25 0.409
H -2.10 0.90 -0.82 0.473
H 1.43 3.98 3.10 0.251
H -0.05 4.60 -1.56 0.413
C 2.12 -2.65 0.53 -0.789
C -2.41 -1.35 4.75 0.136
H 4.67 2.74 -4.28 0.423
C -2.86 -2.28 1.05 -1.513
C 3.77 1.62 -0.71 0.282
C 3.18 1.86 -3.02 -0.882
C -3.74 4.19 2.63 -0.692
H -1.10 4.73 -3.78 0.462
H -1.56 -1.56 -0.50 0.464
Sb 3.05 1.37 1.26 1.666
H -4.55 3.92 4.60 0.409
C 2.15 -1.21 5.31 -0.720
H 4.12 -1.55 2.57 0.578
H 1.90 -1.72 6.23 0.472
H 1.52 1.70 3.69 0.032
C -3.74 3.67 3.92 -0.646
H -2.21 -1.47 7.30 0.336
H -3.11 -2.97 7.48 0.432
H 1.76 4.31 0.06 0.445
C -4.46 -4.23 5.18 -1.227
H 3.52 -2.72 4.65 0.463
H -2.64 2.95 -4.53 0.430
C -2.72 2.83 4.35 -0.631
H 1.78 -3.67 -2.42 0.221
H 4.04 3.77 1.56 0.660
N -2.87 -2.34 5.53 0.295
H -4.54 4.84 2.31 0.445
H 0.13 -0.32 -2.05 -0.116
H 2.42 5.23 2.40 0.501
C -2.17 2.89 -3.56 -0.635
C -2.46 1.81 -2.72 -0.597
C -3.02 -3.74 5.13 -0.910
C -4.35 -1.22 7.19 -1.027
H 2.46 1.75 -3.82 0.512
C -2.27 -1.56 3.26 -0.638
H 3.66 3.13 3.15 0.496
H -2.74 2.40 5.34 0.476
H -0.91 1.84 3.82 -0.105
C 0.75 -1.11 -2.46 -1.136
C -0.99 2.73 -1.05 0.845
C 5.02 2.19 -0.96 -0.761
O -2.08 -0.25 5.19 -0.578
H -3.96 -2.81 2.81 0.526
H -2.59 -3.88 4.14 0.602

---

No. 3
96
Properties=species:S:1:pos:R:3:mulliken_charge:R:1 method="wB97M-V/def2-TZVPD" charge=0 energy_ev=-145954.9934 spin_multiplicity=6 lumo_ev="0.1405 / -0.6354" orbital_gap_ha="0.2051 / 0.2441" s_squared=8.79 largest_force_ha_per_bohr=0.0849
H -2.82 -3.48 1.68 0.533
H -2.03 3.71 -1.13 0.107
H 1.16 3.77 6.24 0.382
C 5.46 -1.92 -0.80 -0.189
Sb 0.23 2.96 0.04 0.832
C 0.38 7.17 -1.21 -0.592
As -2.50 -1.98 -0.25 1.102
C -5.60 -5.97 0.31 -0.610
H -4.58 4.33 -1.02 0.457
H -4.50 -0.46 -0.98 0.128
C 1.36 3.95 2.87 -0.149
H 3.45 -3.56 1.38 0.423
C 3.27 -0.19 2.05 0.670
H -1.70 -3.15 -2.33 0.340
C 2.86 0.26 4.39 -0.496
H -3.35 -0.77 -2.28 0.372
C -3.88 -1.22 -1.44 -1.319
H -1.58 -4.24 -0.95 0.349
C -4.68 -3.76 0.68 0.486
H 4.56 1.11 -0.30 0.423
H -7.82 -3.59 -0.63 0.396
C 4.35 -2.18 -0.01 0.385
C -5.87 -3.22 0.18 -0.013
C -0.68 5.81 0.97 -0.399
H 2.93 2.76 0.89 0.494
H 0.79 7.70 -2.07 0.418
H -1.08 5.29 1.82 0.527
H -3.66 -5.59 1.13 0.364
C 6.48 -3.97 -0.07 -0.413
H 3.77 2.81 -1.69 0.296
H 2.61 4.05 -0.24 0.608
H -1.17 1.77 3.29 0.230
H -0.65 2.21 5.61 0.383
H -3.10 2.63 -2.02 0.443
H 7.31 -4.67 -0.09 0.373
C -0.01 5.10 -0.03 0.178
C 0.51 5.79 -1.12 -0.376
H 2.17 0.30 5.22 0.430
C -0.28 7.87 -0.22 -0.465
C -6.77 -5.41 -0.19 -0.437
O -0.29 -0.28 1.84 -0.453
C -2.86 3.02 -1.03 -0.632
C -3.57 -2.88 1.16 -1.389
C -4.05 3.66 -0.35 -0.634
C 5.06 0.58 3.48 -0.755
H -5.99 -2.14 0.15 0.322
H 6.10 0.86 3.61 0.406
H 1.37 -0.43 3.03 0.208
H -4.53 -2.01 -1.82 0.583
S -2.38 1.52 -0.04 0.660
C 0.94 3.58 5.20 -0.510
H -3.93 -2.13 1.86 0.552
H 4.05 0.46 -1.86 0.482
H -5.49 -7.04 0.36 0.386
Sb 2.72 -0.81 0.06 1.720
H -5.74 2.82 0.75 0.426
H -3.78 1.88 1.85 0.546
C 2.41 -0.15 3.14 -0.545
C -3.99 1.55 0.83 -0.562
H 5.52 -1.02 -1.41 0.252
C 2.43 2.98 -0.05 -1.202
C 5.37 -4.23 0.72 -0.825
S 1.06 -3.70 -0.11 -0.265
H 2.23 2.05 -2.02 0.308
H -1.32 7.74 1.66 0.411
H 7.39 -2.61 -1.45 0.388
H -3.17 -3.94 -1.69 0.536
Rh -0.18 -0.20 -0.03 -0.732
H -7.58 -6.05 -0.53 0.378
H -5.36 2.01 -0.77 0.265
C 4.19 0.63 4.56 -0.576
C -4.57 -5.15 0.74 -0.453
H 4.54 0.96 5.53 0.380
C -0.81 7.19 0.87 -0.822
C -0.08 2.71 4.84 -0.723
H 2.47 4.89 4.45 0.420
H 5.31 0.13 1.42 0.253
C -6.90 -4.03 -0.25 -0.710
C -2.21 -3.50 -1.43 -1.463
C 6.53 -2.82 -0.83 -0.656
H -4.37 0.53 0.87 0.094
H -0.38 8.95 -0.28 0.381
H -3.71 4.24 0.51 0.220
C 4.31 -3.34 0.75 -0.596
H 1.95 4.46 2.11 0.264
C 1.67 4.21 4.20 -0.826
H 5.33 -5.14 1.32 0.377
C 2.99 2.19 -1.24 -0.783
O -1.33 1.93 1.07 -0.354
C 0.34 3.08 2.47 0.894
C 4.60 0.17 2.24 -0.447
C -4.92 2.50 0.10 -0.663
H 1.03 5.26 -1.91 0.409
C -0.37 2.46 3.50 -0.573
C 0.57 -2.16 -0.05 -0.046
C 3.69 0.88 -0.92 -0.997

---

No. 4
103
Properties=species:S:1:pos:R:3:mulliken_charge:R:1 method="wB97M-V/def2-TZVPD" charge=-1 energy_ev=-87797.3782 lumo_ev=0.6756 orbital_gap_ha=0.1781 largest_force_ha_per_bohr=0.0857
H 6.00 1.86 -3.30 0.247
F -1.29 -5.59 0.79 -0.309
F -1.39 -3.83 2.01 -0.294
Sr -0.45 -0.29 -0.06 4.611
C 1.29 0.38 -2.43 0.807
C -5.21 -0.25 0.04 -1.085
H 1.43 -0.32 5.69 0.487
C 3.09 0.33 -4.05 -0.841
H 2.74 2.61 -0.71 0.514
H 6.58 -1.53 -4.88 0.469
F 0.98 -3.64 -2.11 -0.229
C 1.19 -4.03 0.73 -1.921
C -0.63 1.20 -4.51 -2.073
I -0.54 4.93 -0.39 -0.004
C 2.32 0.18 -1.43 -1.343
C -3.87 -0.68 0.05 -0.615
H 6.42 0.08 -1.57 0.332
C 2.42 2.46 0.31 -0.783
H 5.54 5.25 1.46 0.469
H 1.32 3.07 -4.77 0.357
H 5.11 -2.24 -4.20 0.348
H -0.15 2.92 4.62 0.294
H 1.16 -3.63 1.74 0.403
C 2.71 3.33 1.31 0.163
C -1.95 2.34 -0.01 -0.596
C -1.31 -4.24 0.74 0.416
H 2.61 -0.37 4.38 0.363
C -4.59 3.41 -0.02 -0.290
C -0.11 -3.58 0.01 0.768
C 1.75 0.53 -3.77 0.562
H 0.16 0.17 -6.82 0.486
H 4.15 4.31 -0.96 0.297
C 5.49 -0.23 -3.52 2.094
C -5.49 1.08 0.05 -0.701
H -0.69 1.94 -3.71 0.341
C 4.93 4.37 1.61 -1.678
O 0.08 0.32 -2.07 -1.623
H 0.48 -1.07 -5.60 0.344
C 3.50 4.61 1.09 1.895
C 1.35 2.28 -5.52 -1.776
C -0.06 -4.13 -1.43 0.473
H -1.18 1.58 -5.37 0.576
O -0.79 1.90 0.09 0.355
H -1.10 0.28 -4.16 0.241
C -3.51 4.25 -0.16 -0.356
C 6.07 1.08 -4.06 -1.587
C -3.12 1.48 0.03 -0.248
C 0.83 0.96 -4.92 2.339
H 4.32 -0.31 -0.98 0.524
H 7.12 0.96 -4.33 0.467
H -0.33 1.54 5.72 0.479
C 3.63 -0.10 -1.78 -0.049
C 3.57 5.02 -0.38 -1.842
C 1.43 1.44 4.44 2.181
H 0.72 2.58 -6.36 0.474
H 3.41 1.99 5.15 0.427
C -4.44 2.02 0.03 1.352
C 1.82 1.20 0.61 0.023
F 0.05 -5.48 -1.51 -0.310
I -6.50 4.32 0.13 -0.037
H -6.00 -0.99 0.03 0.424
C 2.40 2.95 2.65 -0.341
H 1.83 5.90 1.58 0.220
H 0.90 -0.62 4.03 0.268
C 1.74 1.81 3.00 -0.255
H 4.92 4.12 2.67 0.341
H 2.37 2.18 -5.88 0.289
H -3.62 -1.73 0.05 0.583
H 7.38 -0.89 -2.69 0.464
C -2.24 3.71 -0.17 -0.577
H 2.57 5.09 -0.80 0.246
H 5.53 1.42 -4.94 0.303
H 2.03 -3.59 0.20 0.328
C 0.83 -0.12 -6.01 -1.758
H 4.04 6.00 -0.47 0.489
H 2.17 3.22 5.49 0.337
N -2.87 0.16 0.05 0.143
O -0.31 -2.27 -0.02 -2.184
F -2.49 -3.92 0.18 -0.260
C -0.02 1.84 4.72 -1.705
C 1.21 0.99 1.93 2.129
H 1.82 -0.27 -6.42 0.284
H 5.97 -1.60 -1.90 0.399
C 6.37 -0.69 -2.34 -2.150
C 5.55 -1.32 -4.59 -1.675
H -0.67 1.35 3.99 0.320
N 1.93 0.13 -0.12 -0.739
H 1.27 -5.11 0.75 0.452
H 2.93 5.64 2.94 0.310
F -1.16 -3.83 -2.14 -0.256
H -6.52 1.43 0.04 0.167
H 5.00 -1.03 -5.48 0.291
H -3.64 5.32 -0.25 0.380
H 2.74 3.61 3.44 0.390
C 1.60 -0.07 4.65 -1.685
H 3.42 0.45 -5.08 0.293
C 2.87 5.78 1.86 -1.613
H 3.39 6.71 1.63 0.512
O 0.29 0.17 2.06 -1.016
C 4.05 -0.02 -3.10 -0.189
C 2.37 2.15 5.43 -2.126
H 5.38 3.53 1.07 0.319
H 2.22 1.73 6.43 0.457

---

No. 5
99
Properties=species:S:1:pos:R:3:mulliken_charge:R:1 method="wB97M-V/def2-TZVPD" charge=+1 energy_ev=-102399.3672 lumo_ev="-3.0833 / -3.0826" orbital_gap_ha="0.2318 / 0.2318" largest_force_ha_per_bohr=0.0223
C -3.13 2.40 -4.03 -0.296
C -2.37 1.59 -4.83 -0.397
C 5.51 0.72 2.02 -0.974
H -2.16 -3.04 -2.19 0.421
C -4.40 -0.75 2.32 -0.970
C 0.52 1.41 2.97 -0.661
H 0.31 -2.20 -4.87 0.488
C -0.90 -0.44 -4.98 -0.964
H -2.77 0.14 4.80 0.298
H -3.32 2.02 2.67 0.475
Si -2.89 -1.85 2.39 -0.985
C -4.02 -4.98 -0.16 -0.402
C -3.88 -4.21 0.98 -0.865
H -4.40 -0.15 1.41 0.148
H 6.25 2.20 3.38 0.440
O -2.57 0.99 -0.72 -0.189
H -3.49 -5.11 -2.25 0.476
H -0.29 1.77 0.27 -0.297
C -0.15 4.67 -1.45 -0.726
C 5.52 1.98 2.62 -0.621
C -2.85 -2.85 3.97 -1.089
H 2.15 -0.45 1.91 0.262
H -1.64 3.75 -0.21 0.501
C -1.76 0.32 -2.85 0.194
C 3.22 0.62 -2.13 0.504
H 2.88 3.34 -2.20 0.532
C 2.39 0.50 -3.25 -0.007
C 0.13 -3.70 1.29 -1.087
N -2.49 -2.67 -0.18 0.849
H 0.06 -3.73 0.20 0.186
H 1.00 1.43 1.99 -0.151
H -2.11 -3.66 3.90 0.336
C 0.88 -2.17 3.75 -1.123
C 4.30 0.04 -4.62 -0.766
C 4.57 0.42 1.05 -0.431
H -1.12 -0.37 5.16 0.324
H 1.03 -0.73 -0.83 -0.066
H -1.89 3.02 2.41 0.508
H -0.82 -0.33 -6.05 0.211
I -4.43 3.44 -1.51 0.016
C -2.53 1.18 -1.99 -0.562
C -3.11 -3.06 0.96 0.159
Si -1.23 0.70 2.90 0.186
H -4.62 -5.89 -0.15 0.447
Pd -1.33 -0.83 -0.10 0.211
C -1.72 0.41 4.69 -1.231
H -0.75 5.54 -1.67 0.444
C -2.65 -3.40 -1.29 -0.311
H 2.27 0.11 -5.35 0.560
H -5.30 -1.36 2.33 0.445
C 3.63 1.39 0.67 0.389
H -2.49 1.96 1.12 -0.342
H 0.07 -2.38 -2.40 0.615
H 1.05 -1.21 4.25 0.314
H 4.56 -0.56 0.59 0.547
H 2.47 -1.85 0.91 0.681
H 1.51 5.34 -2.65 0.467
H -1.56 1.34 5.25 0.410
H 6.24 -0.03 2.32 0.452
H -2.61 -2.25 4.84 0.406
C -0.27 -1.46 -4.33 -1.588
C 2.92 0.20 -4.49 -0.836
C 4.60 0.48 -2.28 -0.688
H 5.26 0.61 -1.43 0.450
H -4.46 -0.06 3.17 0.322
C 0.12 2.55 -0.36 0.634
C 5.13 0.18 -3.52 -0.777
H 1.83 -2.72 3.75 0.425
C -0.65 3.67 -0.63 -0.784
H -3.82 -3.32 4.16 0.471
H 1.32 0.67 -3.16 0.329
C 1.39 2.43 -0.92 0.295
C 4.58 2.93 2.25 -0.885
C 3.64 2.64 1.28 -0.480
N 1.46 -0.24 -0.06 0.491
H 4.72 -0.18 -5.59 0.410
H 1.17 0.86 3.65 0.415
Si 0.23 -1.96 2.00 -0.198
N -1.11 -0.71 -2.23 0.600
C 1.90 3.44 -1.75 -0.607
H -3.68 3.22 -4.47 0.383
C -2.33 2.04 2.20 -0.588
H 0.18 -2.74 4.35 0.313
I -2.27 1.99 -6.87 0.078
C -1.67 0.50 -4.25 1.394
C 1.71 -1.09 1.14 -0.538
H -4.36 -4.51 1.91 0.421
C 1.13 4.56 -2.01 -0.952
H 0.47 2.44 3.32 0.543
C -3.40 -4.56 -1.32 -1.084
H 4.59 3.91 2.72 0.457
H 2.91 3.39 0.99 0.474
H 6.20 0.08 -3.64 0.451
H -0.71 -4.26 1.69 0.270
C -0.40 -1.57 -2.94 -0.375
C -3.22 2.20 -2.65 -0.158
P 2.42 1.01 -0.58 1.632
H 1.05 -4.23 1.58 0.458
C -1.33 -0.93 1.93 1.431